Formula: C27H18IN5OS5W
Source: OMol25
Level of theory: wB97M-V/def2-TZVPD

Last column: Mulliken spin population.
Element x y z (Å)
N: -0.8247 -1.0897 1.7036  -0.037
H: -1.1440 -4.0564 1.4581  0.001
H: -0.9463 -5.4977 0.4721  0.004
C: 1.9539 -2.8117 -2.0476  0.008
S: 4.2201 2.8678 1.5693  -0.001
W: 0.7527 -0.4587 0.1052  1.727
H: 3.0100 -2.3975 -0.2132  -0.011
I: -2.1660 -1.0797 -0.9288  -0.005
C: 3.0304 0.6102 2.3195  0.067
C: -2.0514 -1.2656 1.2043  0.027
N: -0.0960 1.3817 0.5197  -0.021
H: 0.2179 1.3854 2.5530  0.000
C: 1.1733 0.1918 -3.0487  -0.001
N: -2.5979 4.9636 -1.6460  -0.001
C: -0.1169 -3.7683 -0.4152  0.011
S: -2.7347 5.4167 -3.1811  0.000
C: 0.9925 -3.1213 0.1599  -0.004
C: -1.5952 3.7304 0.9120  0.010
H: 1.1589 -3.2328 1.2313  0.005
C: -3.1828 -1.5274 1.9469  -0.005
N: -1.7940 4.2863 -3.8229  0.000
C: -0.1972 -3.8605 -1.8022  -0.015
C: 3.3148 1.4122 1.2502  -0.002
S: 2.8172 0.9794 -0.3401  0.113
C: -1.3674 3.2429 -0.3802  0.004
C: 4.3222 2.6482 3.3438  -0.001
C: -0.1645 1.6339 -1.8437  -0.013
H: 1.5424 0.6490 -5.1040  0.000
C: -0.2610 1.9150 1.7352  0.019
C: -0.7198 -1.1524 3.0422  0.024
H: 2.7960 -2.5533 -2.6744  0.008
N: 0.5947 0.5067 -1.8928  -0.050
H: -4.1326 -1.6894 1.4629  0.000
H: -2.1995 4.6154 1.0470  -0.001
C: 0.1593 2.0263 -4.2088  0.001
H: -2.1514 -4.3167 0.0147  0.000
H: 0.7725 -3.5340 -3.6794  0.001
O: 4.8081 3.4274 4.0833  0.003
C: -3.0537 -1.5757 3.3304  0.010
H: 0.2727 -1.0377 3.4588  -0.005
C: -1.3383 3.4975 -2.8585  0.001
C: -1.7968 -1.3712 3.8801  -0.005
C: -1.1541 -4.4280 0.4362  0.004
H: -1.6448 -1.3886 4.9470  0.000
H: -0.0347 2.6194 -5.0900  0.000
C: -0.5845 2.0806 -0.5450  0.006
S: 3.5670 1.1103 3.8919  0.017
C: -0.4553 2.3844 -3.0055  -0.001
S: 2.1846 -0.8743 2.1057  0.046
C: -1.8095 3.9002 -1.5707  0.002
C: 0.8282 -3.3952 -2.6107  0.021
H: -3.9124 -1.7746 3.9516  0.000
C: 2.0472 -2.6478 -0.6597  0.045
H: -1.0718 3.4559 2.9735  0.000
H: -1.0499 -4.3518 -2.2438  0.000
C: 1.0136 0.9414 -4.2109  -0.009
H: 1.7894 -0.6975 -3.0520  0.010
C: -0.9894 3.0747 1.9683  -0.007

Kohn-Sham gap (spin up / spin down)	0.1923 / 0.1862	Ha
E_HOMO (spin up / spin down)	-12.558 / -12.563	eV
energy above the lowest of the compared OMol25 structures with the same formula, charge and spin	115.3	kJ/mol
total charge	+2
LUMO energy (spin up / spin down)	-7.326 / -7.496	eV
multiplicity	3

=====

Formula: CFN4S
Source: OMol25
Level of theory: wB97M-V/def2-TZVPD

Last column: natural (NBO) charge in e.
Element x y z (Å)
C: 0.2528 0.1535 0.1135  -0.054
N: -0.5432 -1.6870 0.7644  -0.175
S: 1.3122 1.3723 -0.5898  0.526
N: 0.5210 -1.1715 0.1261  -0.305
N: -0.8638 0.4216 0.7329  -0.306
N: -1.3574 -0.6642 1.1211  -0.151
F: 0.6785 1.5753 -2.2682  -0.535

Kohn-Sham gap	0.3230	Ha
E_HOMO	-5.453	eV
energy above the lowest of the compared OMol25 structures with the same formula, charge and spin	8.1	kJ/mol
total charge	-1
LUMO energy	3.335	eV

=====

Formula: C2H4FNO2
Source: OMol25
Level of theory: wB97M-V/def2-TZVPD

Last column: natural (NBO) charge in e.
Element x y z (Å)
H: -0.6950 0.5233 -1.7924  0.264
N: 0.5894 -0.5070 1.1299  0.438
H: -1.6663 0.1990 -0.2600  0.315
C: 0.5089 0.0656 -0.2342  0.374
F: 0.2368 2.1338 0.9161  -0.573
O: -0.3692 -0.7592 1.8630  -0.307
O: 1.7527 -0.8483 1.3925  -0.324
H: 1.4744 0.4040 -0.7964  0.290
H: -1.0525 -1.1202 -1.3340  0.301
C: -0.7792 -0.0910 -0.8844  -0.777

Kohn-Sham gap (spin up / spin down)	0.2929 / 0.2928	Ha
E_HOMO (spin up / spin down)	-11.259 / -11.256	eV
energy above the lowest of the compared OMol25 structures with the same formula, charge and spin	708.1	kJ/mol
LUMO energy (spin up / spin down)	-3.288 / -3.288	eV

=====

Formula: C5H11NO
Source: OMol25
Level of theory: wB97M-V/def2-TZVPD

Last column: natural (NBO) charge in e.
Element x y z (Å)
H: -2.4532 -0.1322 0.7891  0.168
H: -1.2595 0.7856 -1.9977  0.260
O: 1.1051 -1.0249 -1.3604  -0.553
C: -0.6837 0.0454 -2.5656  -0.732
H: 1.2826 1.2161 0.0878  0.209
C: 0.7053 1.0060 0.9954  -0.258
C: -1.4318 -0.0068 1.1584  -0.073
C: 1.3958 -0.1226 1.7572  -0.643
H: 0.1066 0.5475 -3.1272  0.230
H: 2.4126 0.1926 2.0135  0.221
H: -0.8116 -1.5714 -1.0579  0.105
C: -0.0868 -0.9258 -1.5922  0.457
H: 1.4701 -1.0135 1.1244  0.231
H: 0.7072 1.9329 1.5831  0.205
H: -1.3684 -0.4756 -3.2439  0.226
H: -1.1475 -0.6140 2.0259  0.151
H: 0.8919 -0.3868 2.6928  0.196
N: -0.6756 0.8106 0.5605  -0.399

Kohn-Sham gap	0.3943	Ha
E_HOMO	-9.640	eV
energy above the lowest of the compared OMol25 structures with the same formula, charge and spin	192.7	kJ/mol
LUMO energy	1.090	eV
SMILES	C=NCC.CC=O

=====

Formula: C23H36Br10NP
Source: OMol25
Level of theory: wB97M-V/def2-TZVPD

Last column: Mulliken charge in e.
Element x y z (Å)
H: 2.4729 2.1778 5.0895  0.406
H: -2.6673 -3.3802 5.1882  0.365
Br: -3.3240 -2.4383 3.0006  -0.132
H: -4.8525 -2.2931 -4.9917  0.353
H: 0.2782 -2.9440 -4.3179  0.525
C: -2.1108 -3.3002 4.2564  -0.626
H: 5.5373 -1.1060 -0.1500  0.351
C: -1.5852 -1.4522 -2.6748  0.808
H: 2.4671 1.7572 -2.5561  0.262
H: -6.2462 -0.2369 -5.7501  0.351
H: -1.8969 -3.9505 -0.4156  0.390
C: 3.1241 1.0633 -2.0354  -0.823
H: -1.9653 0.6424 -2.3201  0.579
H: 5.0316 4.0775 1.9971  0.335
P: 1.6365 -1.1113 -3.3130  0.616
C: 1.9931 1.2656 4.7496  -0.553
H: 3.8577 -2.1673 -1.5272  0.349
H: -2.5457 0.2839 0.0625  0.213
C: 6.8915 4.8195 1.2322  -0.610
H: 2.5824 -2.0228 -3.8664  -0.035
C: -1.9911 -0.3498 -1.8827  -1.116
Br: 0.1428 1.3456 5.3509  -0.140
H: 4.1584 2.6365 -1.0518  -0.248
Br: -7.7310 -0.0851 -3.7598  -0.150
C: 2.6810 0.0194 5.2368  -0.395
Br: -4.0365 -0.3069 -3.7819  0.018
H: -2.8536 2.4812 3.9589  0.262
C: -1.1189 -1.2360 -4.1242  -1.061
H: -1.0771 -1.4185 4.5879  0.224
H: 5.7296 3.0492 0.7286  0.277
Br: -4.8462 3.4494 0.8342  -0.146
Br: 4.4328 4.9463 -0.2330  -0.170
C: -3.0524 2.5949 2.8944  -0.534
H: -1.9106 -4.2949 3.8711  0.399
Br: 0.3510 -2.6253 2.9492  -0.119
C: -0.8672 -2.4763 4.4596  -0.529
H: 1.9401 1.2676 3.6623  0.326
C: -1.5540 -2.7471 -2.1908  -0.434
H: -4.8691 3.6598 3.2925  0.390
C: 3.8939 -1.0809 -1.4831  -0.424
Br: 8.0942 4.5056 -0.2639  -0.138
H: 0.5183 -1.6168 -5.4436  0.533
C: -6.5460 -0.9787 -5.0173  -0.617
H: -1.2334 -3.5851 -2.7994  0.351
C: -1.9250 -2.9563 -0.8577  -0.915
H: 1.4658 0.1645 -3.9412  -0.067
H: -5.1303 1.9708 2.8152  0.381
H: 3.6248 -0.1216 4.7144  0.360
C: 4.8485 -0.4610 -0.6998  -0.535
C: -5.3744 -1.6159 -4.3165  -0.662
H: -5.6589 -2.1528 -3.4169  0.420
Br: 3.1536 0.1512 7.1207  -0.135
H: 2.0712 -0.8715 5.1251  0.105
N: 5.0169 0.8543 -0.5001  -0.404
H: -0.3069 -2.8414 5.3185  0.409
C: 0.2656 -1.8499 -4.3965  -1.267
H: -2.4109 3.3723 2.4918  0.375
H: 6.7566 5.8938 1.3080  0.394
H: 0.9890 -1.5465 -2.1230  0.001
C: -2.3038 -1.9100 -0.0436  0.952
H: 7.4247 4.4584 2.1092  0.351
Br: -2.4895 0.9170 2.0794  -0.104
H: -1.8492 -1.7061 -4.7900  0.440
H: -1.1282 -0.1681 -4.3683  0.390
C: 2.9777 -0.3124 -2.2168  0.472
H: -2.5789 -2.0832 1.0098  -0.660
H: -7.1610 -1.7365 -5.4996  0.380
C: -4.5157 2.8513 2.6560  -0.636
C: -2.3129 -0.6011 -0.5551  0.165
C: 4.1059 1.5535 -1.1879  0.554
C: 5.5941 4.0751 1.0653  -0.450

Kohn-Sham gap	0.3090	Ha
E_HOMO	-8.156	eV
LUMO energy	0.251	eV
SMILES	c1ccc(CC[PH3]c2ccncc2)cc1.BrCCBr.BrCCBr.BrCCBr.BrCCBr.BrCCBr

=====

Question: Number 2 is which compound?
Answer: CFN4S

=====

What did the second record say?
Formula: CFN4S
Source: OMol25
Level of theory: wB97M-V/def2-TZVPD

Last column: natural (NBO) charge in e.
Element x y z (Å)
C: 0.2528 0.1535 0.1135  -0.054
N: -0.5432 -1.6870 0.7644  -0.175
S: 1.3122 1.3723 -0.5898  0.526
N: 0.5210 -1.1715 0.1261  -0.305
N: -0.8638 0.4216 0.7329  -0.306
N: -1.3574 -0.6642 1.1211  -0.151
F: 0.6785 1.5753 -2.2682  -0.535

Kohn-Sham gap	0.3230	Ha
E_HOMO	-5.453	eV
energy above the lowest of the compared OMol25 structures with the same formula, charge and spin	8.1	kJ/mol
total charge	-1
LUMO energy	3.335	eV

=====

Please write out number 4 again, unchanged.
Formula: C5H11NO
Source: OMol25
Level of theory: wB97M-V/def2-TZVPD

Last column: natural (NBO) charge in e.
Element x y z (Å)
H: -2.4532 -0.1322 0.7891  0.168
H: -1.2595 0.7856 -1.9977  0.260
O: 1.1051 -1.0249 -1.3604  -0.553
C: -0.6837 0.0454 -2.5656  -0.732
H: 1.2826 1.2161 0.0878  0.209
C: 0.7053 1.0060 0.9954  -0.258
C: -1.4318 -0.0068 1.1584  -0.073
C: 1.3958 -0.1226 1.7572  -0.643
H: 0.1066 0.5475 -3.1272  0.230
H: 2.4126 0.1926 2.0135  0.221
H: -0.8116 -1.5714 -1.0579  0.105
C: -0.0868 -0.9258 -1.5922  0.457
H: 1.4701 -1.0135 1.1244  0.231
H: 0.7072 1.9329 1.5831  0.205
H: -1.3684 -0.4756 -3.2439  0.226
H: -1.1475 -0.6140 2.0259  0.151
H: 0.8919 -0.3868 2.6928  0.196
N: -0.6756 0.8106 0.5605  -0.399

Kohn-Sham gap	0.3943	Ha
E_HOMO	-9.640	eV
energy above the lowest of the compared OMol25 structures with the same formula, charge and spin	192.7	kJ/mol
LUMO energy	1.090	eV
SMILES	C=NCC.CC=O

=====

Question: Which formula does entry 5 have?
Answer: C23H36Br10NP